[1]
Computed, not measured: a cluster of 2 separate species, C3H11N2S in total, with wB97M-V/def2-TZVPD.

* orbital gap (spin up / spin down): 5.645 / 9.726 eV
* spin multiplicity: 2
* E: -17102.8867 eV
* relative energy (zero: lowest compared OMol25 entry of this formula, charge and spin): 23.9 kJ/mol

Geometry (Å):
C 0.675 -2.607 -1.111
S -0.595 -1.434 -0.620
C -0.350 -1.457 1.181
H 0.402 -3.609 -0.808
H 0.844 -2.550 -2.185
H 1.630 -2.309 -0.692
H 0.721 -1.424 1.389
H -0.781 -2.344 1.628
H -0.824 -0.545 1.546
N -0.788 2.059 -0.208
C 0.281 2.862 0.196
N 1.237 2.308 1.032
H -0.606 1.082 -0.380
H -1.517 2.483 -0.751
H 0.240 3.917 0.000
H 2.123 2.735 1.210
H 1.066 1.438 1.505



[2]
Computed, not measured: a cluster of 2 separate species, C8H9ClNS in total in a non-equilibrium geometry, with wB97M-V/def2-TZVPD.

* charge: +1
* orbital gap: 9.480 eV
* E: -33280.0177 eV
* relative energy (zero: lowest compared OMol25 entry of this formula, charge and spin): 69.3 kJ/mol

Geometry (Å):
C 2.800 0.808 0.011
C 1.946 1.868 -0.197
C 2.218 -0.415 0.235
C 0.566 1.662 -0.358
C 0.887 -0.569 0.135
C -2.120 -1.567 -0.038
C -2.132 -0.133 -0.452
C -2.938 0.564 0.522
N 0.077 0.425 -0.105
S -3.877 -1.103 0.149
Cl -3.763 2.072 0.024
H 3.926 0.842 -0.010
H 2.187 2.952 -0.391
H 2.976 -1.318 0.371
H 0.033 2.542 -0.640
H 0.403 -1.630 0.181
H -2.094 -2.295 -0.914
H -1.675 -1.780 0.895
H -2.323 -0.008 -1.448
H -2.740 0.641 1.586



[3]
Computed, not measured: the molecule C3H5NO in a non-equilibrium geometry, with wB97M-V/def2-TZVPD.

* SMILES: O=C1CCN1
* orbital gap: 10.603 eV
* E: -6728.1758 eV
* relative energy (zero: lowest compared OMol25 entry of this formula, charge and spin): 134.8 kJ/mol

Geometry (Å):
O -0.721 -0.727 -1.614
C -0.198 -0.141 -0.662
C 1.163 -0.240 0.182
C 0.382 0.598 1.311
N -0.720 0.512 0.419
H 1.233 -1.313 0.595
H 2.076 0.275 -0.054
H 0.641 1.578 1.499
H 0.476 -0.160 2.131
H -1.698 0.547 0.818



[4]
Computed, not measured: a structure of composition C28H47AlBBr3FLiN4NaO17P2S in a non-equilibrium geometry, with wB97M-V/def2-TZVPD.

* charge: +3
* orbital gap: 2.319 eV
* E: -324687.4744 eV

Geometry (Å):
C -2.695 0.692 5.572
C -1.841 0.753 4.736
C -0.865 0.444 3.576
C -1.134 1.306 2.321
C -2.444 1.170 1.703
C -3.549 0.211 2.246
C -4.743 0.986 2.900
S -6.213 -0.067 3.226
C -5.891 -1.724 2.681
N -5.696 -2.803 3.451
N -5.518 -3.931 2.766
C -5.596 -3.561 1.462
O -5.817 -2.244 1.409
C -2.780 1.934 0.540
C -1.803 2.823 -0.060
C -0.486 2.957 0.488
C 0.509 3.895 -0.236
C 1.640 3.191 -1.067
P 1.129 1.667 -1.965
O 0.711 0.531 -1.101
O 2.540 1.143 -2.783
C 2.509 -0.285 -2.988
C 3.248 -1.098 -1.849
O -0.061 1.923 -3.116
C -1.058 0.886 -3.116
C -2.029 0.981 -4.361
C -0.165 2.202 1.706
B 1.328 2.382 2.325
O 1.838 3.617 2.696
O 2.052 1.224 2.500
C 2.844 1.415 3.679
C -2.469 3.483 -1.294
O -2.057 4.214 -2.128
N -3.836 3.033 -1.210
Br -5.066 4.448 -0.964
C -4.092 1.982 -0.296
O -5.043 1.282 -0.169
H -3.456 0.959 6.311
H 0.155 0.546 3.999
H -0.963 -0.625 3.256
H -3.143 -0.527 2.971
H -3.949 -0.346 1.363
H -5.052 1.881 2.307
H -4.373 1.401 3.873
H -5.518 -4.262 0.619
H 1.034 4.471 0.571
H -0.060 4.659 -0.813
H 2.531 2.951 -0.448
H 1.990 3.913 -1.854
H 1.497 -0.691 -3.203
H 3.107 -0.479 -3.919
H 2.656 -2.039 -1.700
H 4.319 -1.286 -2.069
H 3.101 -0.505 -0.916
H -1.699 0.978 -2.203
H -0.632 -0.146 -3.137
H -1.735 1.770 -5.084
H -1.970 0.011 -4.922
H -3.083 1.055 -4.012
H 1.185 4.098 3.207
H 2.315 1.985 4.471
H 3.027 0.393 4.107
H 3.863 1.817 3.455
O 3.609 4.971 -2.911
H 3.547 5.461 -3.738
H 4.244 4.273 -3.101
F -5.371 6.872 -2.259
Na -4.596 6.651 -4.093
C 1.816 -8.350 -1.993
O 1.688 -7.151 -2.766
P 2.472 -5.744 -2.119
O 1.660 -4.796 -2.930
O 3.870 -6.136 -2.902
C 3.835 -6.342 -4.299
O 3.276 -4.554 -1.244
C 4.273 -5.007 -0.297
H 1.294 -9.161 -2.513
H 2.867 -8.625 -1.875
H 1.360 -8.214 -1.001
H 2.995 -5.839 -4.777
H 3.781 -7.417 -4.504
H 4.766 -5.950 -4.728
H 5.161 -5.357 -0.823
H 3.877 -5.804 0.331
H 4.552 -4.165 0.332
C 0.701 3.480 6.077
O 0.522 2.379 6.772
O 0.175 3.407 4.806
O 1.257 4.487 6.406
H -0.168 2.501 4.914
Li 6.160 -6.748 -5.278
N -4.548 -0.446 8.818
H -4.887 -1.183 9.444
H -4.849 -0.648 7.859
H -4.931 0.456 9.114
H -3.525 -0.412 8.855
O 0.792 0.873 6.028
H -0.046 0.540 6.394
Al -0.628 -7.915 -1.837
Br 3.196 4.253 -6.239
C 3.885 2.436 -6.357
C 2.982 1.561 -7.185
Br 1.392 1.042 -6.187
H 4.014 2.078 -5.338
H 4.862 2.534 -6.831
H 3.480 0.625 -7.434
H 2.640 2.038 -8.100



[5]
Computed, not measured: the molecule C5H6O in a non-equilibrium geometry, with wB97M-V/def2-TZVPD.

* orbital gap: 8.665 eV
* E: -7323.2374 eV
* relative energy (zero: lowest compared OMol25 entry of this formula, charge and spin): 583.5 kJ/mol

Geometry (Å):
C -2.569 -0.421 1.073
C -1.696 -0.094 0.309
C -0.609 0.295 -0.586
C 0.735 0.317 0.104
C 2.408 -0.487 -0.772
O 1.757 0.699 -0.823
H -3.353 -0.712 1.738
H -0.786 1.285 -1.001
H -0.533 -0.397 -1.426
H 0.768 0.943 0.990
H 0.941 -0.737 0.397
H 2.837 -0.596 0.262